A cluster of 2 separate species, C11H11N in total in a non-equilibrium geometry, computed with the ωB97M-V functional and the def2-TZVPD basis.

```
23
Properties=species:S:1:pos:R:3
N 0.015 -2.234 -0.396
C 1.860 -0.747 -0.848
C 0.106 1.535 -0.808
C 1.001 -1.790 -1.190
C -0.581 0.429 -1.309
C -1.586 -0.171 -0.549
C -1.903 0.335 0.712
C -0.211 2.041 0.453
C -0.132 -1.622 0.789
C -1.215 1.441 1.213
C 0.676 -0.570 1.221
C 1.695 -0.121 0.385
H -0.943 -1.997 1.426
H -2.127 -1.041 -0.944
H -0.332 0.031 -2.302
H 2.351 0.704 0.690
H 2.648 -0.432 -1.545
H 1.107 -2.303 -2.156
H 0.897 2.007 -1.406
H 0.502 -0.112 2.204
H -1.465 1.840 2.205
H 0.330 2.912 0.847
H -2.694 -0.137 1.310
```

## Properties
- Relative energy (zero: lowest compared OMol25 entry of this formula, charge and spin): 48.8 kcal per mole
- Charge: 0
- SMILES: c1ccccc1.c1ccncc1
- Orbital gap: 9.238 eV
- LUMO level: 0.92 eV

Here are the natural (NBO) charges for atoms 1 to 4, given in e:
1. N -0.459
2. C -0.291
3. C -0.231
4. C 0.017

***

An isolated molecule of C11H11N3O in a non-equilibrium geometry, computed with the ωB97M-V functional and the def2-TZVPD basis.

```
26
Properties=species:S:1:pos:R:3
O 0.257 2.101 0.540
N 3.675 1.566 0.032
N -0.578 -0.621 0.925
N 3.199 0.334 -0.212
C -3.353 2.123 -0.218
C 1.444 1.478 0.414
C -2.064 2.600 0.042
C 1.928 0.184 0.105
C -0.585 -2.041 0.808
C 4.143 -0.721 -0.454
C -1.070 1.659 0.289
C -2.677 -0.146 -0.229
C 2.625 2.292 0.367
C -3.604 0.808 -0.559
C -1.404 0.188 0.285
H 0.256 -2.305 1.378
H 4.426 -0.782 -1.414
H -4.499 0.394 -0.854
H 2.878 3.344 0.534
H 3.717 -1.638 -0.346
H -4.074 2.937 -0.283
H 4.925 -0.703 0.168
H -1.493 -2.400 1.489
H -0.733 -2.554 -0.123
H -1.754 3.583 0.222
H -2.895 -1.156 -0.327
```

## Properties
- Relative energy (zero: lowest compared OMol25 entry of this formula, charge and spin): 161.6 kcal per mole
- Charge: 0
- Orbital gap (spin up / spin down): 5.316 / 5.032 eV
- LUMO level (spin up / spin down): -1.92 / -2.35 eV

Here are the natural (NBO) charges for atoms 1 to 4, given in e:
1. O -0.385
2. N -0.277
3. N -0.284
4. N -0.227

***

A cluster of 2 separate species, C11H11N3O in total in a non-equilibrium geometry, computed with the ωB97M-V functional and the def2-TZVPD basis.

```
26
Properties=species:S:1:pos:R:3
O -1.621 0.250 0.498
N -3.831 0.096 -0.083
N -1.045 -1.765 -2.712
N -0.064 -1.521 -3.390
C 2.992 -0.431 1.400
C 2.037 -0.086 0.544
C 2.794 -0.554 2.742
C -2.701 0.514 -0.359
C 1.527 -0.311 3.304
C 0.744 0.137 1.050
C -1.099 1.545 -1.945
C -0.379 0.529 0.187
C -2.369 1.213 -1.616
C -0.014 1.151 -1.046
C 0.499 0.049 2.441
H -1.860 -1.109 -3.002
H 1.082 1.320 -1.304
H 0.698 -2.135 -3.238
H 2.310 -0.080 -0.592
H 3.551 -0.788 3.507
H -3.834 -0.525 0.738
H -3.140 1.409 -2.385
H 1.328 -0.361 4.415
H -0.535 0.377 2.641
H -1.026 1.928 -2.893
H 3.954 -0.853 1.097
```

## Properties
- Relative energy (zero: lowest compared OMol25 entry of this formula, charge and spin): 68.2 kcal per mole
- Charge: 0
- SMILES: [H]/N=c1/cccc(-c2ccccc2)o1.[H]/N=N/[H]
- Orbital gap: 7.825 eV
- LUMO level: -0.03 eV

Here are the natural (NBO) charges for atoms 1 to 4, given in e:
1. O -0.469
2. N -0.677
3. N -0.288
4. N -0.321